C42H35BN4O4V as an isolated structure at a distorted geometry. Source: the OMol25 dataset; level of theory: ωB97M-V/def2-TZVPD.

```
87
Properties=species:S:1:pos:R:3:forces:R:3
V -0.928 0.223 0.749 0.61 -0.24 0.78
O -2.574 -1.870 3.896 0.03 0.06 0.03
C -1.789 -1.343 3.089 -0.05 -0.18 -0.03
N -2.121 -0.275 2.246 -0.11 0.07 -0.09
C -3.258 0.501 2.427 -0.14 0.11 0.02
C -4.143 0.462 3.511 0.05 -0.02 0.00
C -5.214 1.346 3.580 -0.02 0.00 0.02
C -5.437 2.279 2.580 0.00 0.01 -0.01
C -4.575 2.337 1.488 0.01 -0.01 0.02
C -3.499 1.460 1.403 -0.02 0.01 0.12
N -2.573 1.393 0.356 -0.23 0.22 -0.25
C -2.588 2.182 -0.710 -0.17 -0.12 -0.07
O -3.317 3.140 -1.019 0.00 0.02 0.04
C -1.543 1.734 -1.702 0.20 -0.04 -0.01
C -1.445 2.354 -2.939 0.00 -0.04 0.00
C -0.527 1.877 -3.855 0.00 -0.02 0.02
C 0.272 0.799 -3.503 0.01 0.03 -0.07
C 0.143 0.263 -2.236 0.02 0.05 0.13
N -0.740 0.716 -1.340 -0.20 0.06 -0.51
C -0.445 -1.792 2.882 -0.01 -0.06 0.11
C 0.184 -2.808 3.581 -0.06 0.02 0.00
C 1.565 -2.949 3.546 0.03 0.00 0.01
C 2.289 -1.815 3.045 -0.04 0.00 -0.03
C 1.675 -0.864 2.314 0.11 0.09 0.02
N 0.341 -1.156 1.829 -0.06 -0.14 -0.20
H -3.977 -0.274 4.281 0.00 0.00 0.00
H -5.882 1.297 4.435 0.00 0.00 0.00
H -6.274 2.967 2.644 0.00 0.00 0.00
H -4.717 3.059 0.698 -0.01 0.00 0.00
H -2.101 3.191 -3.131 -0.01 -0.01 0.00
H -0.431 2.339 -4.831 0.01 0.00 0.00
H 1.004 0.386 -4.183 0.00 0.01 0.00
H 0.790 -0.534 -1.898 -0.01 0.01 -0.03
H -0.437 -3.415 4.231 0.01 -0.01 0.01
H 2.068 -3.707 4.134 -0.01 -0.01 -0.01
H 3.315 -1.640 3.358 0.01 -0.01 0.01
H 2.110 0.092 2.060 -0.02 0.01 0.01
C 1.688 5.629 4.776 0.00 0.01 0.01
C 0.532 4.981 5.192 0.00 0.01 0.01
C 0.052 3.889 4.487 0.01 -0.02 -0.04
C 0.698 3.416 3.339 0.02 0.11 0.07
C 1.871 4.069 2.946 -0.02 -0.01 0.00
C 2.356 5.159 3.652 0.01 0.01 0.00
C 0.133 2.243 2.645 -0.02 -0.15 -0.06
C 0.186 1.921 1.343 0.06 0.15 0.06
C 0.795 2.817 0.346 0.00 0.05 -0.04
C 1.934 2.441 -0.376 0.02 0.01 0.00
C 2.474 3.272 -1.346 0.00 -0.02 0.00
C 1.875 4.490 -1.644 0.00 0.02 -0.02
C 0.726 4.863 -0.957 0.01 0.01 0.00
C 0.194 4.041 0.024 -0.01 -0.03 0.01
H 2.069 6.482 5.325 0.00 0.00 0.00
H 0.001 5.327 6.072 0.00 0.00 0.00
H -0.849 3.384 4.816 0.00 0.00 0.00
H 2.414 3.711 2.082 0.00 -0.01 -0.01
H 3.268 5.644 3.323 0.00 0.00 0.00
H -0.412 1.576 3.312 0.01 -0.02 -0.01
H 2.394 1.481 -0.164 -0.02 0.00 0.01
H 3.361 2.958 -1.885 0.00 0.00 0.00
H 2.289 5.133 -2.412 0.00 0.00 0.00
H 0.234 5.800 -1.191 0.00 0.00 0.00
H -0.710 4.327 0.548 -0.01 0.00 0.00
C 2.868 -5.742 -3.810 0.00 -0.01 0.01
C 1.562 -5.088 -4.282 0.00 -0.01 -0.01
C 0.723 -6.169 -4.966 -0.01 0.03 0.00
C 1.893 -4.006 -5.321 0.02 -0.01 0.01
C 0.833 -4.440 -3.104 -0.05 0.00 -0.03
C -0.511 -4.664 -2.846 0.04 -0.04 -0.01
C -1.187 -4.029 -1.792 0.01 0.05 0.07
C -0.478 -3.160 -1.000 0.00 -0.04 -0.05
O -0.897 -2.449 0.062 -0.14 0.02 0.02
B 0.246 -1.622 0.457 0.04 -0.04 0.03
O 1.377 -2.026 -0.371 0.08 0.05 -0.04
C 0.882 -2.921 -1.249 0.00 -0.04 -0.03
C 1.541 -3.542 -2.282 0.00 0.06 0.04
H 3.364 -6.243 -4.647 0.01 0.00 0.00
H 2.668 -6.481 -3.032 0.00 -0.01 0.00
H 3.563 -5.009 -3.401 -0.01 0.00 0.02
H 1.309 -6.642 -5.758 0.00 0.00 0.00
H -0.176 -5.751 -5.423 -0.01 0.00 0.01
H 0.418 -6.941 -4.257 0.01 -0.01 -0.01
H 2.433 -4.435 -6.172 0.00 0.00 0.00
H 2.513 -3.224 -4.880 0.00 0.00 -0.01
H 0.978 -3.538 -5.689 0.00 0.00 0.00
H -1.076 -5.348 -3.465 0.00 0.00 -0.01
H -2.235 -4.216 -1.600 0.00 0.00 -0.01
H 2.590 -3.324 -2.443 0.00 0.00 0.00
```
Forces are in eV/Å.

Properties
Charge: -2
Orbital gap (spin up / spin down): 4.06 / 4.03 eV
Spin multiplicity: 2
E_LUMO (spin up / spin down): 3.80 / 3.80 eV
Total energy: -84640.9755 eV
HOMO energy (spin up / spin down): -0.258 / -0.233 eV
ΔE to the lowest compared entry with this formula, charge and spin: 0.0 kcal/mol

=====

A 2-piece molecular cluster, F3H3SSi2 overall at a distorted geometry. Source: the OMol25 dataset; level of theory: ωB97M-V/def2-TZVPD.

```
9
Properties=species:S:1:pos:R:3:forces:R:3
F -2.245 -0.990 -0.325 0.43 0.51 0.95
F -2.136 1.205 -1.386 -0.01 0.48 -1.10
F -2.152 1.424 0.981 0.31 -0.89 0.53
Si 0.743 0.315 -0.237 1.19 -1.64 1.16
Si -1.572 0.451 -0.133 -0.46 0.10 -0.82
S 1.453 -1.769 -0.433 -3.27 0.08 -1.68
H 1.716 1.149 -0.990 -0.60 0.25 0.08
H 1.688 -0.313 2.357 -0.33 0.44 -0.62
H 2.505 -1.473 0.165 2.74 0.67 1.50
```
Forces are in eV/Å.

Properties
Charge: 0
Orbital gap (spin up / spin down): 7.11 / 8.36 eV
E_LUMO (spin up / spin down): -1.23 / -1.55 eV
Total energy: -34793.2246 eV
HOMO energy (spin up / spin down): -8.336 / -9.903 eV
ΔE to the lowest compared entry with this formula, charge and spin: 97.1 kcal/mol

=====

A 9-piece molecular cluster, C10H38N8O9 overall at a distorted geometry. Source: the OMol25 dataset; level of theory: ωB97M-V/def2-TZVPD.

```
65
Properties=species:S:1:pos:R:3:forces:R:3
N -11.070 -17.083 6.334 1.87 0.21 -0.03
C -12.369 -17.458 6.400 -0.43 1.03 -0.46
N -12.894 -17.668 5.165 -0.39 -0.57 -0.94
O -13.044 -17.478 7.399 -0.20 -0.24 0.92
H -10.564 -17.120 5.461 -0.24 0.03 0.24
H -10.578 -16.608 7.078 -0.53 -0.39 0.11
H -12.325 -17.569 4.336 -0.46 -0.05 0.19
H -13.885 -17.845 5.091 0.39 -0.04 -0.01
N -4.433 -25.389 5.736 1.56 -0.74 2.00
C -5.086 -24.375 5.133 2.26 0.86 1.04
N -5.820 -24.896 4.196 -3.17 -0.46 -3.40
O -4.912 -23.187 5.348 -0.45 -0.13 0.39
H -3.798 -25.185 6.495 -0.14 -0.09 -0.29
H -4.542 -26.347 5.436 0.08 0.38 0.35
H -6.376 -24.273 3.627 0.18 -0.30 -0.03
H -5.711 -25.863 3.927 -0.33 0.48 -0.06
N -6.612 -26.014 13.476 3.98 1.54 -4.68
C -7.411 -26.147 14.457 -0.51 -0.61 0.69
N -7.859 -27.366 14.503 -2.39 -4.27 1.50
O -7.687 -25.270 15.192 -1.58 3.14 2.94
H -6.363 -25.057 13.268 0.54 -0.48 -0.27
H -6.226 -26.833 13.030 0.14 0.82 -0.30
H -7.527 -28.088 13.881 -0.37 0.16 0.39
H -8.440 -27.597 15.297 0.19 -0.28 -0.28
N -11.745 -18.469 13.479 -5.33 -0.87 -3.81
C -10.790 -18.291 14.308 3.74 1.20 -3.53
N -11.306 -18.418 15.492 1.30 0.02 5.64
O -9.679 -17.997 13.839 0.35 -0.58 2.22
H -11.680 -18.711 12.500 0.21 0.49 0.38
H -12.622 -18.529 13.977 -0.42 -0.39 -1.59
H -10.626 -18.626 16.209 -0.53 0.30 0.41
H -12.281 -18.639 15.634 0.71 -0.18 0.24
C -6.823 -20.513 10.239 -0.08 0.03 -0.70
C -5.463 -20.651 10.863 0.42 -0.65 -1.26
O -5.311 -19.676 11.839 0.53 0.52 0.90
H -7.609 -20.874 10.902 -0.14 0.04 -0.15
H -6.887 -20.957 9.245 -0.07 -0.58 0.20
H -6.959 -19.457 10.006 -0.21 0.18 0.34
H -4.703 -20.533 10.091 0.14 0.61 -0.11
H -5.206 -21.652 11.208 -0.54 -0.27 0.57
H -6.191 -19.469 12.163 0.00 0.14 0.26
C -0.458 -20.388 7.214 -0.20 0.25 -0.18
O 0.299 -20.420 8.420 -0.47 0.00 -0.18
H -0.082 -19.628 6.530 0.50 -0.29 -0.32
H -0.466 -21.391 6.787 0.30 0.19 -0.11
H -1.503 -20.091 7.307 -0.23 -0.18 0.68
H 0.057 -19.641 8.927 0.08 0.05 0.11
C -0.471 -20.631 14.551 0.56 1.10 0.29
O -1.733 -21.249 14.676 0.36 -0.16 -0.05
H -0.226 -20.331 13.533 0.02 -0.41 -0.29
H -0.423 -19.697 15.113 -0.26 0.28 0.24
H 0.359 -21.189 14.982 -0.42 -0.68 -0.23
H -2.356 -20.618 14.308 -0.28 -0.13 0.02
C -10.005 -25.118 7.600 0.20 0.59 0.36
O -10.940 -26.155 7.823 0.06 -0.26 -0.28
H -9.001 -25.352 7.956 -0.01 -0.25 0.40
H -9.843 -24.864 6.552 -0.61 -0.19 -0.18
H -10.377 -24.244 8.134 0.41 0.36 -0.22
H -11.488 -25.862 8.555 -0.04 -0.24 -0.08
C -1.145 -16.099 12.366 1.23 1.70 0.53
O -1.670 -16.669 11.239 -1.00 -1.32 -1.11
H -0.797 -15.119 12.039 -0.17 0.36 0.32
H -1.885 -15.975 13.156 0.18 -0.04 0.23
H -0.219 -16.570 12.694 -0.13 -0.51 0.45
H -2.246 -17.371 11.550 -0.16 -0.23 -0.44
```
Forces are in eV/Å.

Properties
Charge: 0
Orbital gap: 9.88 eV
E_LUMO: 0.32 eV
SMILES: NC(N)=O.NC(N)=O.NC(N)=O.NC(N)=O.CCO.CO.CO.CO.CO
Total energy: -41332.8970 eV
HOMO energy: -9.554 eV
ΔE to the lowest compared entry with this formula, charge and spin: 80.6 kcal/mol

=====

C4H7FO as an isolated structure at a distorted geometry. Source: the OMol25 dataset; level of theory: ωB97M-V/def2-TZVPD.

```
13
Properties=species:S:1:pos:R:3:forces:R:3
C 1.627 -0.489 0.128 -0.08 -1.51 0.45
C 0.108 -0.498 0.363 1.68 0.86 3.42
C -0.559 0.907 0.302 -0.86 -2.46 0.34
C -1.468 0.090 -0.677 -0.41 1.18 -0.40
H 2.182 -0.244 1.065 -0.40 0.07 -0.76
H 1.957 -1.523 -0.217 -0.32 1.31 0.26
H -0.235 -0.923 1.367 1.26 0.05 -0.87
H 0.059 1.628 -0.170 0.23 0.79 -0.29
H -1.002 1.197 1.272 0.26 0.15 -0.73
H -2.480 -0.117 -0.295 0.36 -0.03 -0.24
H -1.510 0.645 -1.644 -0.07 -1.16 0.29
O -0.617 -1.112 -0.623 -1.65 1.14 -1.85
F 1.937 0.440 -0.871 0.01 -0.39 0.38
```
Forces are in eV/Å.

Properties
Charge: 0
Orbital gap: 10.94 eV
E_LUMO: 1.08 eV
Total energy: -9024.6687 eV
HOMO energy: -9.856 eV
ΔE to the lowest compared entry with this formula, charge and spin: 36.9 kcal/mol

=====

C5H11NO in the gas phase at a distorted geometry. Source: the OMol25 dataset; level of theory: ωB97M-V/def2-TZVPD.

```
18
Properties=species:S:1:pos:R:3:forces:R:3
C -1.101 -0.277 -1.951 5.85 1.20 3.37
N 0.270 0.129 -1.320 -5.75 -1.13 -4.93
O 1.181 0.701 -1.993 -1.05 -0.72 1.54
C 0.209 -0.003 0.137 -0.26 0.51 0.93
C 1.529 0.500 0.617 0.78 2.11 0.46
C -0.794 1.018 0.778 -0.55 -2.57 1.05
C -0.242 -1.429 0.616 0.44 0.64 -0.76
H -1.155 -0.209 -3.008 -0.12 -0.10 -0.54
H -1.504 -0.968 -1.222 -0.74 0.16 -0.98
H 2.328 0.183 0.007 1.05 -0.78 -0.47
H 1.555 1.639 0.461 -0.10 -1.56 0.33
H 1.731 0.321 1.672 -0.12 -0.22 -0.04
H -1.858 0.599 0.906 1.71 0.61 0.06
H -0.862 1.956 0.329 0.11 1.39 -1.26
H -0.205 1.170 1.690 -1.39 0.21 0.59
H -1.316 -1.505 0.443 0.16 -0.29 0.40
H 0.253 -2.295 0.179 0.16 0.29 -0.55
H -0.019 -1.529 1.659 -0.17 0.27 0.79
```
Forces are in eV/Å.

Properties
Charge: 0
Orbital gap (spin up / spin down): 9.25 / 8.55 eV
E_LUMO (spin up / spin down): 0.64 / 0.22 eV
SMILES: C=[N+]([O-])C(C)(C)C
Total energy: -8896.5171 eV
HOMO energy (spin up / spin down): -8.612 / -8.335 eV
ΔE to the lowest compared entry with this formula, charge and spin: 119.5 kcal/mol